A 2-piece molecular cluster, C4H14N2O overall, computed with the ωB97M-V functional and the def2-TZVPD basis.

The expectation value of S² is 0.75. Its energy relative to the best compared isomer or geometry (same formula, charge and spin) is 1.617 eV. The calculation puts the molar mass at 106.17 u. Its total charge is -1. Its spin multiplicity is 2.

XYZ file:
```
21
Properties=species:S:1:pos:R:3:lowdin_charge:R:1
C 1.005 2.162 -0.416 -0.178
C 0.852 0.813 0.260 -0.516
C 2.245 0.146 0.329 -0.154
N -0.020 -0.256 -0.281 -0.093
C -1.362 -0.064 -0.736 -0.554
N -1.896 -1.108 -1.523 -0.040
H 1.795 2.826 0.028 0.074
H 1.328 2.053 -1.359 0.005
H -0.012 2.700 -0.381 0.068
H 0.565 1.001 1.351 0.101
H 2.774 0.719 1.095 0.049
H 2.064 -0.924 0.672 0.078
H 2.837 0.181 -0.641 0.081
H 0.396 -0.823 -1.082 0.132
H -2.040 -0.031 0.114 0.046
H -1.509 1.008 -1.232 0.102
H -1.373 -1.460 -2.340 0.062
H -2.828 -1.489 -1.379 0.040
H -0.855 -1.265 2.965 -0.039
H -0.903 -0.830 1.492 -0.038
O -0.659 -1.558 2.088 -0.224
```